1.
85
Properties=species:S:1:pos:R:3:forces:R:3 method="wB97M-V/def2-TZVPD" de_lowest_kcal_mol=50.6 homo_energy_ev="-4.7 / -5.4" s_squared=0.82 gap_ev="6.86 / 6.78" multiplicity=2 total_charge=-1 e_lumo_ev="2.1 / 1.4"
Pt 0.4956 -1.2113 0.2832 -1.55 -2.55 0.39
C 8.6013 1.0405 -1.0662 -0.10 -0.04 -0.03
C 7.1174 0.8098 -1.1729 0.00 0.00 -0.02
C 6.2814 1.0236 -0.0796 -0.03 0.01 -0.04
C 4.9332 0.7107 -0.1460 0.00 0.07 0.03
C 4.4065 0.1762 -1.3127 -0.23 -0.25 0.16
C 5.2139 -0.0016 -2.4218 -0.12 -0.08 -0.12
C 6.5615 0.3183 -2.3505 0.02 0.06 0.07
S 2.6874 -0.3604 -1.3069 0.68 0.58 -0.12
O 2.5196 -1.2289 -2.4452 0.18 -0.15 0.00
O 1.8950 0.8547 -1.3081 0.12 0.06 -0.06
N 2.5537 -1.0577 0.1367 -0.69 1.76 -0.70
C 3.3345 -2.2653 0.2941 -0.64 -1.08 0.18
C 2.4431 -3.5462 0.3014 1.56 0.59 -0.18
O 3.0184 -4.6212 0.1952 -0.49 -0.06 0.12
O 1.1981 -3.3360 0.4873 -1.06 0.94 -0.26
H 8.8372 1.7603 -0.2830 0.02 0.02 -0.01
H 9.0120 1.3980 -2.0104 0.04 0.02 0.01
H 9.1006 0.1005 -0.8204 0.07 0.03 0.01
H 6.6973 1.4168 0.8411 0.00 0.01 0.01
H 4.2788 0.8522 0.7056 0.03 -0.05 0.04
H 4.7787 -0.4091 -3.3254 0.03 -0.06 0.02
H 7.1988 0.1624 -3.2134 -0.01 -0.01 -0.02
H 3.8392 -2.2692 1.2650 0.07 0.15 -0.06
H 4.0834 -2.3817 -0.4901 0.03 0.01 0.05
C -1.4776 -4.3958 -1.4744 -0.03 0.17 0.35
Si -2.0145 -3.5177 0.1144 -0.39 -1.36 -0.09
C -1.4885 -4.5420 1.6195 0.12 0.30 -0.19
C -3.9170 -3.4655 0.1754 0.33 0.14 -0.09
O -1.4364 -2.0156 0.0909 0.99 1.70 0.37
H -1.8841 -5.4054 -1.5679 -0.03 -0.01 0.03
H -0.3874 -4.4582 -1.4765 0.02 -0.03 -0.01
H -1.7855 -3.8140 -2.3463 -0.04 0.02 -0.01
H -1.8499 -5.5705 1.5426 -0.07 0.01 -0.05
H -1.8694 -4.1179 2.5525 -0.07 0.02 -0.01
H -0.3995 -4.5643 1.6733 -0.01 -0.03 0.00
H -4.3159 -4.4592 0.3948 0.05 -0.04 0.01
H -4.3394 -3.1314 -0.7733 0.00 -0.02 -0.01
H -4.2643 -2.7815 0.9545 0.01 0.00 0.04
C -4.3687 -0.7025 4.1343 -0.04 0.03 0.00
C -4.8942 0.1715 3.1934 -0.08 -0.02 0.03
C -4.1904 0.4377 2.0269 0.09 0.04 -0.08
C -2.9660 -0.1767 1.7795 0.54 0.07 -0.28
C -2.4377 -1.0349 2.7399 -0.03 0.02 -0.03
C -3.1342 -1.2969 3.9106 0.01 -0.03 0.05
Ge -1.9602 0.2337 0.1074 -0.54 -0.63 0.15
C -3.0640 -0.2413 -1.4868 0.59 0.02 0.22
C -4.4216 -0.5226 -1.3832 0.02 0.18 0.11
C -5.1516 -0.9199 -2.4946 -0.06 0.00 -0.06
C -4.5303 -1.0467 -3.7286 -0.01 -0.02 0.05
C -3.1758 -0.7665 -3.8454 -0.02 -0.02 -0.09
C -2.4506 -0.3705 -2.7315 0.08 0.05 0.03
C -2.1548 2.2631 0.1361 0.64 -0.37 -0.10
C -2.2109 2.9892 -1.0526 -0.11 -0.17 -0.05
C -2.1692 4.3769 -1.0510 -0.05 0.06 0.01
C -2.0585 5.0633 0.1509 -0.02 0.02 -0.03
C -2.0109 4.3555 1.3455 -0.01 0.05 0.03
C -2.0480 2.9687 1.3340 -0.12 -0.07 0.03
H -4.9196 -0.9150 5.0425 0.01 0.00 0.01
H -5.8514 0.6483 3.3694 -0.01 -0.01 0.00
H -4.5889 1.1413 1.3031 -0.05 0.02 0.05
H -1.4762 -1.4965 2.5485 -0.04 -0.05 0.10
H -2.7176 -1.9668 4.6532 0.02 -0.01 -0.02
H -4.9101 -0.4469 -0.4190 -0.06 -0.06 -0.03
H -6.2061 -1.1487 -2.3935 0.00 0.00 0.01
H -5.0958 -1.3806 -4.5901 0.00 0.03 -0.01
H -2.6846 -0.8729 -4.8052 0.03 0.00 0.02
H -1.3860 -0.1787 -2.8210 0.01 -0.05 -0.05
H -2.2931 2.4511 -1.9917 0.02 0.06 -0.03
H -2.2225 4.9229 -1.9857 0.02 0.00 0.00
H -2.0073 6.1455 0.1554 -0.03 0.00 0.01
H -1.9378 4.8871 2.2873 0.02 0.00 0.00
H -1.9893 2.4198 2.2681 0.03 0.03 0.01
C 2.3863 3.1906 2.1652 -0.08 -0.06 -0.02
N 1.5330 3.0751 1.0044 0.17 0.15 0.20
C 1.6173 4.1311 0.0232 0.06 -0.11 -0.10
C 0.8038 1.9761 0.7765 0.06 0.10 0.10
O 0.7443 1.0133 1.5408 -0.05 0.04 -0.04
H 2.1183 4.0838 2.7361 0.02 0.00 0.02
H 3.4343 3.2735 1.8628 0.01 -0.04 0.02
H 2.2469 2.3089 2.7856 0.05 0.00 -0.01
H 1.5404 5.1016 0.5176 -0.05 0.01 -0.03
H 0.8060 4.0339 -0.6959 -0.02 0.00 0.02
H 2.5688 4.0769 -0.5151 0.00 0.05 0.00
H 0.2274 2.0472 -0.1441 0.14 -0.13 -0.02

***

2.
81
Properties=species:S:1:pos:R:3:forces:R:3 method="wB97M-V/def2-TZVPD" de_lowest_kcal_mol=12.9 homo_energy_ev="-1.8 / -1.8" s_squared=0.75 gap_ev="6.51 / 5.18" multiplicity=2 total_charge=-2 e_lumo_ev="4.7 / 3.3"
Hg 0.9408 -1.6462 0.7234 -0.18 0.02 -0.24
C 4.0289 -3.0743 -3.4609 -0.12 0.10 0.17
C 2.9027 -3.0565 -2.4243 0.10 -0.08 0.06
C 2.9759 -4.2322 -1.4458 -0.08 0.19 -0.03
C 1.5525 -2.9971 -3.0982 0.02 0.31 0.11
C 1.0789 -4.0405 -3.8720 -0.07 -0.09 -0.09
C -0.1591 -3.9679 -4.4902 0.03 -0.26 -0.16
C -0.9441 -2.8403 -4.3118 -0.14 -0.11 -0.10
C -0.5163 -1.7854 -3.5309 0.17 0.15 0.20
C -1.3450 -0.5404 -3.3241 -0.15 0.01 -0.12
C -2.8374 -0.8347 -3.1753 0.24 0.02 0.04
C -1.0866 0.4300 -4.4795 0.07 0.02 0.20
C 0.7597 -1.8435 -2.9267 0.08 -0.02 -0.38
N 1.1612 -0.8505 -2.0841 -0.13 0.26 1.17
C 1.7693 0.2620 -2.4013 -0.38 -0.92 -0.26
O 2.1767 0.5912 -3.5325 0.42 0.49 -0.50
C 1.9949 1.2113 -1.2479 0.32 0.44 -0.11
C 2.9932 2.1743 -1.3930 0.12 -0.07 -0.09
C 3.2180 3.0691 -0.3626 -0.07 -0.11 -0.05
C 2.3890 3.0112 0.7411 0.01 -0.08 0.23
C 1.3809 2.0468 0.7895 0.44 0.54 -0.06
N 1.2158 1.1488 -0.1757 -0.25 -0.09 0.03
C 0.4070 2.1515 1.9425 -0.77 -0.66 0.28
O 0.7305 2.8352 2.9342 0.37 0.53 0.33
N -0.7141 1.5014 1.7556 0.35 -0.39 -1.03
C -1.8543 1.6566 2.4680 -0.35 0.27 0.50
C -2.3846 0.5758 3.2127 0.32 0.10 -0.17
C -3.5525 0.7308 3.9305 -0.10 0.06 0.15
C -4.2352 1.9360 3.9338 -0.24 0.03 0.12
C -3.7684 2.9733 3.1434 -0.17 0.10 0.13
C -2.6129 2.8516 2.3953 0.32 -0.09 -0.04
C -2.1325 3.9840 1.5189 -0.08 0.18 0.04
C -1.5870 5.1275 2.3716 0.12 -0.12 -0.07
C -3.2387 4.4846 0.5898 0.16 -0.10 0.03
C -1.6494 -0.7353 3.1735 0.05 -0.12 -0.04
C -1.1005 -1.1499 4.5357 -0.01 0.05 -0.23
C -2.5311 -1.8203 2.5577 0.23 0.08 0.01
H 5.0084 -3.0465 -2.9805 0.09 -0.04 0.05
H 3.9347 -2.1992 -4.1018 0.04 0.05 -0.09
H 3.9734 -3.9664 -4.0837 0.01 -0.14 -0.09
H 3.0088 -2.1367 -1.8394 -0.10 -0.13 -0.10
H 3.0534 -5.1870 -1.9654 0.01 -0.14 -0.10
H 2.0749 -4.2500 -0.8316 0.05 -0.02 0.06
H 3.8306 -4.1280 -0.7780 0.14 -0.05 0.04
H 1.6806 -4.9319 -4.0007 0.11 -0.08 -0.01
H -0.5072 -4.7878 -5.1113 -0.01 0.02 0.04
H -1.9126 -2.7970 -4.7953 -0.09 0.04 0.00
H -0.9956 -0.0726 -2.3982 -0.01 -0.07 -0.07
H -3.2702 -1.1640 -4.1195 -0.11 -0.06 -0.11
H -3.3675 0.0613 -2.8540 -0.06 0.07 0.00
H -2.9926 -1.6133 -2.4311 -0.10 -0.07 0.07
H -1.4235 -0.0092 -5.4189 -0.08 -0.05 -0.14
H -0.0213 0.6357 -4.5555 0.10 0.05 -0.03
H -1.6137 1.3707 -4.3239 -0.10 0.14 0.00
H 3.5546 2.1829 -2.3166 0.02 0.00 -0.01
H 4.0102 3.8077 -0.4181 0.00 0.02 -0.06
H 2.4802 3.6833 1.5826 -0.02 0.03 0.00
H -3.9342 -0.0915 4.5247 0.01 -0.12 0.02
H -5.1234 2.0675 4.5431 -0.02 -0.02 -0.05
H -4.3235 3.9067 3.1369 0.02 0.04 -0.08
H -1.3119 3.5994 0.9064 -0.15 0.02 0.02
H -2.3496 5.4884 3.0616 -0.12 0.09 0.07
H -1.2662 5.9568 1.7410 0.06 0.15 -0.06
H -0.7358 4.7658 2.9419 0.10 0.01 0.12
H -4.0557 4.9224 1.1640 -0.10 0.06 -0.01
H -3.6347 3.6620 -0.0024 -0.09 -0.04 -0.08
H -2.8495 5.2448 -0.0891 -0.01 0.08 -0.05
H -0.7926 -0.5840 2.5069 -0.20 -0.06 0.14
H -1.9036 -1.2913 5.2600 -0.07 -0.04 0.12
H -0.4265 -0.3808 4.9098 0.05 0.04 0.10
H -0.5457 -2.0829 4.4346 0.07 -0.11 0.08
H -3.3862 -2.0492 3.1939 -0.13 -0.03 0.08
H -1.9537 -2.7318 2.4055 0.02 -0.13 -0.04
H -2.8990 -1.4775 1.5915 -0.06 -0.07 -0.08
C 3.8148 -0.6460 2.8545 -0.47 0.34 -0.43
O 4.2943 -1.8315 3.5137 0.50 -0.87 0.63
C 3.6635 -2.9856 3.3688 -2.03 0.63 -1.71
O 2.6703 -3.2097 2.7007 2.13 -0.01 1.59
H 4.3261 0.1909 3.3253 0.00 -0.12 0.01
H 2.7358 -0.5469 2.9777 0.06 -0.03 -0.04
H 4.0552 -0.6860 1.7896 -0.08 -0.04 0.11

***

3.
80
Properties=species:S:1:pos:R:3:forces:R:3 method="wB97M-V/def2-TZVPD" homo_energy_ev=-7.6 gap_ev=8.17 total_charge=0 smiles="CCOC(=O)[C@@H](c1ccncc1)[C@@H](/C=C/N1[C@H](Cc2ccccc2)C(=O)N(C)C1(C)C)c1ccc(N(C)C)cc1" e_lumo_ev=0.6
C 3.4940 -3.3247 0.5397 0.37 0.22 0.15
C 2.1454 -3.7620 0.0409 0.13 -0.07 -0.10
O 1.4101 -2.5946 -0.4237 -0.47 -0.17 -0.14
C 0.1351 -2.9083 -0.7510 -0.70 -1.25 0.15
O -0.2409 -4.0608 -0.6088 0.01 1.28 0.00
C -0.7645 -1.7540 -1.2738 0.88 -0.75 -1.88
C -1.7879 -2.2200 -2.3212 0.10 -0.16 -0.22
C -1.9520 -3.5533 -2.6978 -0.86 -0.15 -0.34
C -3.0654 -3.9018 -3.4884 0.92 0.61 0.18
N -3.9179 -3.0046 -3.9737 -0.52 -0.10 0.04
C -3.6883 -1.7112 -3.7393 1.22 0.06 0.30
C -2.5868 -1.2667 -2.9820 -0.54 -0.42 -0.02
C -1.2930 -0.9041 -0.1236 -0.70 -0.11 1.60
C -0.3903 0.2751 0.0880 0.54 0.53 0.34
C 0.9391 0.2944 -0.1371 -0.90 0.10 0.10
N 1.7391 1.3983 -0.0353 0.37 0.13 0.03
C 3.1802 1.2224 0.0290 -0.16 0.23 -0.43
C 3.6367 0.3762 1.2177 0.17 0.02 0.33
C 5.1195 0.0772 1.1744 -0.08 -0.09 0.06
C 5.6727 -0.5073 0.0275 0.43 0.06 0.39
C 7.0474 -0.7685 -0.0200 -0.30 0.10 0.11
C 7.8598 -0.4400 1.0712 -0.19 0.11 0.00
C 7.3020 0.1415 2.2171 -0.08 -0.10 -0.25
C 5.9295 0.3856 2.2742 0.07 -0.15 -0.44
C 3.6749 2.6644 0.1137 0.52 0.30 -0.26
O 4.8417 3.0406 0.0761 -1.12 -0.34 0.14
N 2.5694 3.4654 0.2090 0.80 -0.23 0.04
C 2.6917 4.8914 0.4009 -0.33 0.12 -0.04
C 1.3080 2.7443 0.3351 -0.01 -0.18 0.40
C 0.8057 2.8191 1.7906 0.09 0.19 0.09
C 0.2521 3.3221 -0.6074 0.17 0.13 -0.18
C -2.8173 -0.5371 -0.0279 0.20 0.40 -0.01
C -3.8631 -1.4681 -0.2099 0.28 0.24 -0.23
C -5.2000 -1.1016 -0.0791 -0.11 0.39 0.73
C -5.5568 0.1591 0.4799 1.05 -0.06 -0.32
N -6.8726 0.4691 0.8060 -1.13 -0.43 0.36
C -7.2372 1.2027 2.0078 0.48 0.03 -0.27
C -7.9080 0.4942 -0.2080 0.19 0.07 -0.09
C -4.5116 1.0696 0.7179 -0.60 -0.38 -0.08
C -3.2022 0.7441 0.3965 0.34 -0.14 0.12
H 4.0836 -4.1947 0.8583 -0.22 0.13 -0.11
H 4.0764 -2.8000 -0.2270 -0.19 -0.12 0.13
H 3.3993 -2.6649 1.4084 0.03 -0.10 -0.13
H 2.2319 -4.4419 -0.8117 -0.04 -0.01 0.20
H 1.5584 -4.2526 0.8221 0.13 0.07 -0.17
H -0.0968 -1.1234 -1.8830 -0.03 0.03 0.38
H -1.2662 -4.3307 -2.3815 -0.39 0.20 0.11
H -3.2280 -4.9551 -3.7263 -0.11 0.31 -0.06
H -4.3819 -0.9831 -4.1691 0.21 -0.30 0.04
H -2.3938 -0.1955 -2.8977 -0.17 -0.30 0.29
H -1.1495 -1.5328 0.7787 -0.26 0.03 -0.20
H -0.8002 1.1433 0.5894 0.01 -0.39 -0.36
H 1.4766 -0.6114 -0.4010 -0.05 0.41 -0.27
H 3.5373 0.7760 -0.9180 -0.04 0.19 0.37
H 3.3910 0.9171 2.1479 0.06 -0.23 -0.25
H 3.0569 -0.5618 1.2247 0.13 0.32 -0.05
H 5.0245 -0.7483 -0.8228 0.37 0.08 0.30
H 7.4743 -1.2160 -0.9203 -0.05 0.13 0.32
H 8.9336 -0.6217 1.0195 -0.28 0.04 0.03
H 7.9362 0.4233 3.0583 -0.13 -0.15 -0.23
H 5.4682 0.8279 3.1610 0.23 -0.08 -0.27
H 3.7521 5.1599 0.3932 -0.24 -0.16 0.01
H 2.1761 5.4246 -0.4071 0.12 0.00 0.16
H 2.2388 5.1809 1.3571 0.16 0.07 -0.13
H 1.6241 2.6035 2.4956 -0.29 0.03 -0.23
H 0.4265 3.8349 1.9737 0.10 -0.31 0.16
H -0.0096 2.1086 1.9587 0.22 0.23 0.09
H 0.7225 3.6115 -1.5539 -0.15 -0.10 0.13
H -0.5367 2.5953 -0.8072 0.11 0.17 -0.01
H -0.1899 4.2065 -0.1363 0.01 -0.09 -0.23
H -3.6182 -2.4995 -0.4770 -0.15 0.33 -0.04
H -5.9937 -1.8260 -0.2824 0.32 0.18 0.11
H -6.7415 0.7773 2.8910 -0.05 0.14 -0.23
H -6.9906 2.2747 1.9395 -0.13 -0.05 0.14
H -8.3245 1.1026 2.1318 0.36 0.09 0.10
H -7.7380 -0.2877 -0.9554 -0.10 0.17 0.12
H -8.8771 0.3394 0.2853 0.18 -0.12 -0.31
H -7.9492 1.4738 -0.7211 -0.02 -0.22 -0.01
H -4.7175 2.0465 1.1594 -0.04 -0.26 -0.23
H -2.4839 1.5514 0.5399 -0.19 -0.39 -0.06